(1)
Molecular formula: C41H29F3IrN3O3P
Method: DFT, the ωB97M-V functional and the def2-TZVPD basis

Structure (XYZ):
```
81
Properties=species:S:1:pos:R:3:lowdin_spin:R:1
Ir -0.2459 0.6949 -2.0721 0.534
O 4.1014 -0.0679 -2.1192 0.002
C 4.4780 1.2238 -2.1875 0.000
C 5.8463 1.4788 -2.0703 0.000
C 6.3262 2.7686 -2.1264 0.000
C 5.4534 3.8426 -2.2969 0.000
C 4.1024 3.5992 -2.4058 0.000
C 3.5873 2.2980 -2.3545 0.002
C 2.1254 2.1004 -2.4170 0.002
O 1.7007 0.8442 -2.4944 0.052
N 1.3439 3.1341 -2.3502 0.004
N 0.0159 2.7464 -2.3139 -0.004
C -0.8605 3.6055 -1.9542 0.000
C -2.2679 3.2622 -1.8253 -0.001
C -3.1277 4.2107 -1.2632 0.000
C -4.4549 3.9207 -1.0198 -0.001
C -4.9430 2.6576 -1.3438 0.001
C -4.1198 1.7066 -1.9167 0.001
C -2.7808 1.9913 -2.1736 0.007
O -2.0361 1.0474 -2.7739 0.042
H 3.1346 -0.1067 -2.2428 0.001
H 6.5083 0.6331 -1.9423 0.000
H 7.3911 2.9441 -2.0411 0.000
H 5.8312 4.8545 -2.3487 0.000
H 3.4031 4.4132 -2.5361 0.000
H -0.5309 4.6107 -1.7015 0.000
H -2.7250 5.1823 -1.0008 0.000
H -5.1051 4.6619 -0.5758 0.000
H -5.9783 2.4126 -1.1417 0.000
H -4.4842 0.7226 -2.1802 0.000
F -0.4335 -8.8334 -1.6222 0.000
C -1.0344 -8.0601 -0.7042 0.000
F -2.3339 -8.4206 -0.6744 0.000
F -0.5224 -8.4044 0.4969 0.000
C -0.8678 -6.5966 -0.9799 0.001
C -1.4284 -5.6858 -0.0907 0.000
C -1.3008 -4.3314 -0.3216 0.001
C -0.6108 -3.8629 -1.4468 0.000
C -0.0457 -4.7888 -2.3245 0.001
C -0.1758 -6.1491 -2.0942 0.000
C -0.4944 -2.4567 -1.6750 0.005
C -0.4025 -1.2629 -1.8656 -0.005
H -1.9661 -6.0427 0.7789 0.000
H -1.7300 -3.6139 0.3655 0.000
H 0.4945 -4.4322 -3.1908 0.000
H 0.2601 -6.8606 -2.7816 0.000
N 0.0893 1.0033 -0.2745 0.248
P -0.1122 0.5803 1.2097 0.062
C 0.9688 1.5714 2.2516 0.003
C 0.9961 1.3711 3.6303 0.000
C 1.8420 2.1332 4.4179 0.001
C 2.6667 3.0862 3.8306 0.001
C 2.6439 3.2817 2.4584 0.000
C 1.7906 2.5264 1.6645 0.002
C 0.2487 -1.1501 1.6088 0.004
C 1.2481 -1.7787 0.8690 0.001
C 1.5548 -3.1085 1.1071 0.000
C 0.8614 -3.8187 2.0777 0.000
C -0.1353 -3.1989 2.8177 0.000
C -0.4414 -1.8652 2.5849 0.000
C -1.8204 0.8804 1.7047 0.016
C -2.1898 2.0356 2.3861 0.005
C -3.5336 2.3359 2.5615 0.000
C -4.5054 1.4918 2.0469 0.004
C -4.1404 0.3428 1.3564 0.000
C -2.8020 0.0400 1.1776 0.004
H 0.3610 0.6201 4.0863 0.000
H 1.8650 1.9815 5.4890 0.000
H 3.3316 3.6749 4.4495 0.000
H 3.2914 4.0175 1.9996 0.000
H 1.7567 2.6724 0.5912 0.001
H 1.7695 -1.2304 0.0944 0.001
H 2.3256 -3.5952 0.5240 0.000
H 1.0926 -4.8621 2.2505 0.000
H -0.6797 -3.7547 3.5703 0.000
H -1.2262 -1.3855 3.1583 0.000
H -1.4296 2.6974 2.7828 0.000
H -3.8202 3.2344 3.0925 0.000
H -5.5529 1.7322 2.1776 0.000
H -4.9005 -0.3096 0.9466 0.000
H -2.5116 -0.8442 0.6198 0.000
```

For the HOMO-LUMO gap (alpha / beta), the calculation gives 7.3 / 6.6 eV. As for the spin multiplicity: 2. For the max |F|, the calculation gives 1.5 eV Å⁻¹. Its expectation value of S² is 0.76. The total energy comes out at -73879.0916 eV.

(2)
Molecular formula: C41H30AuNO2S4
Method: DFT, the ωB97M-V functional and the def2-TZVPD basis

Structure (XYZ):
```
79
Properties=species:S:1:pos:R:3:mulliken_charge:R:1
Au -2.1206 -1.8498 -1.0844 0.657
C 6.7388 -0.3545 -1.6940 -1.538
C 5.2676 -0.5299 -1.5560 0.919
C 4.7277 -1.5632 -0.7915 -1.061
C 3.3586 -1.7238 -0.6599 -0.377
C 2.5186 -0.8329 -1.3049 0.378
C 3.0333 0.1814 -2.1020 -0.273
C 4.3984 0.3344 -2.2226 -0.942
S 0.7232 -0.7860 -1.1913 1.119
O 0.1608 -2.1485 -1.4780 -0.631
C 0.4870 -0.7026 0.6006 0.566
C 0.3521 -1.8314 1.4133 -1.062
C 0.1379 -1.6664 2.7591 -1.042
C 0.0298 -0.3817 3.3347 0.681
C -0.1864 -0.1934 4.7170 -1.133
C -0.3056 1.0710 5.2388 -0.699
C -0.2205 2.1943 4.4075 -0.935
C -0.0105 2.0514 3.0609 -0.702
C 0.1324 0.7653 2.4968 0.997
C 0.3624 0.5688 1.1139 0.452
C 0.5263 1.6890 0.1821 -0.431
C 1.7169 2.4594 0.2349 0.889
C 2.7903 2.0935 1.0728 -0.577
C 3.9507 2.8228 1.0706 -1.032
C 4.0700 3.9529 0.2540 -0.650
C 3.0485 4.3222 -0.5852 -1.017
C 1.8565 3.5680 -0.6413 0.632
C 0.8227 3.8495 -1.5589 -1.407
C -0.2776 3.0320 -1.6605 -1.023
C -0.4152 1.9514 -0.7891 1.117
S -1.7923 0.7617 -1.1321 1.208
O -1.7434 0.6053 -2.5799 -0.610
C -3.2259 1.7837 -0.7536 0.360
C -4.0841 2.1691 -1.7727 -0.455
C -5.2091 2.9083 -1.4651 -0.846
C -5.5084 3.2435 -0.1423 0.972
C -6.7599 3.9695 0.1997 -1.539
C -4.6266 2.8407 0.8664 -0.863
C -3.4981 2.1040 0.5703 -0.499
H 7.2724 -0.8512 -0.8903 0.401
H 7.0006 0.7007 -1.7020 0.390
H 7.0711 -0.7835 -2.6399 0.316
H 5.3937 -2.2517 -0.2927 0.405
H 2.9574 -2.5275 -0.0647 0.460
H 2.3566 0.8404 -2.6241 0.466
H 4.7994 1.1198 -2.8443 0.453
H 0.4330 -2.8160 0.9777 0.678
H 0.0551 -2.5312 3.3989 0.490
H -0.2579 -1.0531 5.3648 0.495
H -0.4664 1.2062 6.2966 0.446
H -0.3162 3.1800 4.8347 0.486
H 0.0565 2.9226 2.4246 0.574
H 2.6991 1.2243 1.7060 0.582
H 4.7682 2.5321 1.7118 0.489
H 4.9765 4.5362 0.2929 0.476
H 3.1524 5.1852 -1.2239 0.489
H 0.9202 4.6974 -2.2168 0.471
H -1.0328 3.2104 -2.4096 0.576
H -3.8581 1.8967 -2.7921 0.558
H -5.8746 3.2231 -2.2554 0.415
H -7.0965 4.5900 -0.6262 0.395
H -6.6326 4.5856 1.0865 0.397
H -7.5480 3.2440 0.4138 0.301
H -4.8400 3.0976 1.8921 0.434
H -2.8264 1.7848 1.3524 0.407
S -4.5875 -2.6470 -0.9501 -0.145
C -3.7451 -4.1225 -1.0189 0.524
N -2.4321 -4.0003 -1.0126 -0.192
C -1.7752 -5.1759 -1.0941 -0.146
C -0.3923 -5.3439 -1.1001 -0.156
C 0.1040 -6.6242 -1.1350 -0.829
C -0.7573 -7.7334 -1.1749 -0.539
C -2.1309 -7.5813 -1.1925 -0.504
C -2.6491 -6.2946 -1.1490 0.664
S -4.3083 -5.7616 -1.1083 -0.120
H 0.2343 -4.4666 -1.0965 0.510
H 1.1686 -6.7893 -1.1362 0.449
H -0.3313 -8.7238 -1.1929 0.410
H -2.7904 -8.4314 -1.2357 0.426
```

For the HOMO-LUMO gap (alpha / beta), the calculation gives 3.6 / 3.5 eV. The total charge is +2. For the max |F|, the calculation gives 2.9 eV Å⁻¹. The total energy comes out at -95605.1910 eV.

(3)
Molecular formula: C41H30BrIrN10O9S2
Method: DFT, the ωB97M-V functional and the def2-TZVPD basis

Structure (XYZ):
```
94
Properties=species:S:1:pos:R:3:lowdin_spin:R:1
Ir 0.6693 -0.1388 -0.3441 0.647
O -0.4701 2.5449 -4.1883 0.002
C -0.7253 3.6946 -3.5272 0.001
C -1.2679 4.7392 -4.2820 0.000
C -1.5702 5.9541 -3.6993 0.001
C -1.3344 6.1590 -2.3402 0.000
C -0.8408 5.1161 -1.5799 0.002
C -0.5519 3.8731 -2.1475 0.007
C -0.1384 2.7363 -1.2785 0.014
O 0.4556 1.7524 -1.7985 0.129
N -0.4519 2.7870 -0.0179 -0.001
N -0.2173 1.5799 0.6448 0.027
C -0.2928 1.6977 1.9180 -0.005
C -0.4020 0.6557 2.8965 0.007
C -0.4606 1.0189 4.2491 -0.003
C -0.5550 0.0776 5.2479 0.009
C -0.5798 -1.2766 4.8826 -0.003
C -0.5460 -1.6496 3.5588 0.008
C -0.4749 -0.6906 2.5185 -0.001
O -0.5184 -1.0775 1.2830 0.060
H 0.3061 2.0581 -3.8255 0.000
H -1.4224 4.5627 -5.3394 0.000
H -1.9727 6.7553 -4.3081 0.000
H -1.5369 7.1201 -1.8842 0.000
H -0.6701 5.2320 -0.5174 0.000
H -0.3359 2.7189 2.2843 0.001
H -0.4202 2.0750 4.4965 0.000
H -0.5961 0.3700 6.2884 0.001
H -0.6199 -2.0390 5.6526 0.000
H -0.5737 -2.6932 3.2670 0.000
C -4.3557 0.3701 -2.9016 0.000
N -3.2700 -0.1635 -2.0994 0.000
C -2.1827 0.4635 -1.6628 0.002
N -1.3934 -0.4160 -1.0825 0.032
C -2.0444 -1.6002 -1.2098 0.001
N -3.2037 -1.4906 -1.8083 0.001
C -3.8938 0.8252 -4.2685 0.000
C -4.6157 1.7806 -4.9716 0.000
C -4.2122 2.1649 -6.2433 0.000
C -3.0855 1.6060 -6.8217 0.000
C -2.3598 0.6526 -6.1177 0.000
C -2.7675 0.2634 -4.8490 0.000
C -1.1450 0.0754 -6.6902 0.000
N -0.5960 0.3203 -7.8253 0.000
N 0.5545 -0.4678 -7.8797 0.000
C 0.5975 -1.1187 -6.7706 0.000
O -0.4593 -0.8434 -5.9747 0.000
C 1.6016 -2.0853 -6.3277 0.000
C 2.7658 -2.2403 -7.0786 0.000
C 3.7311 -3.1338 -6.6603 0.000
C 3.5552 -3.8502 -5.4817 0.000
C 2.4071 -3.6874 -4.7243 0.000
C 2.2578 -4.4305 -3.4199 0.000
N 2.2188 -3.5770 -2.2418 0.000
C 1.1814 -2.9312 -1.7442 0.001
N 1.5369 -2.2372 -0.6725 -0.004
C 2.8924 -2.4636 -0.6186 0.000
N 3.3389 -3.2770 -1.5314 0.000
C 1.4178 -2.8174 -5.1651 0.000
H -4.8452 1.1771 -2.3577 0.000
H -5.0669 -0.4462 -3.0158 0.000
H -2.0058 1.5206 -1.7743 0.000
H -1.6634 -2.5229 -0.8048 0.000
H -5.4963 2.2284 -4.5241 0.000
H -4.7826 2.9094 -6.7834 0.000
H -2.7514 1.9024 -7.8073 0.000
H -2.1844 -0.4841 -4.3245 0.000
H 2.8989 -1.6352 -7.9655 0.000
H 4.6394 -3.2575 -7.2361 0.000
H 4.3329 -4.5218 -5.1363 0.000
H 3.0972 -5.1068 -3.2804 0.000
H 1.3336 -5.0097 -3.4198 0.000
H 0.1770 -3.0484 -2.1149 0.000
H 3.5156 -2.0458 0.1538 0.000
H 0.5276 -2.6507 -4.5703 0.000
Br 6.8427 -1.7812 5.6191 0.000
C 5.5040 -1.0554 4.4791 0.000
C 4.5755 -1.9062 3.9047 0.000
C 3.6071 -1.3692 3.0677 0.000
C 3.5683 -0.0006 2.8228 -0.001
C 4.5095 0.8318 3.4118 0.000
C 5.4870 0.3090 4.2463 0.000
C 2.5275 0.6104 1.9164 0.001
O 2.3392 1.8059 1.9420 0.003
O 1.9484 -0.3027 1.1757 -0.006
H 4.6085 -2.9674 4.1084 0.000
H 2.8626 -2.0032 2.6041 0.000
H 4.4541 1.8929 3.2079 0.000
H 6.2219 0.9513 4.7109 0.000
O 1.9819 1.1040 -4.1001 0.004
S 2.1763 0.0461 -3.1176 0.000
O 3.2321 -0.8884 -3.4595 0.003
O 0.8928 -0.6398 -2.8381 0.015
S 2.7478 0.8129 -1.2393 0.040
```

For the HOMO-LUMO gap (alpha / beta), the calculation gives 6.6 / 6.4 eV. The total charge is -1. As for the spin multiplicity: 2. For the max |F|, the calculation gives 5.3 eV Å⁻¹. Its expectation value of S² is 0.76. The total energy comes out at -170885.7745 eV.